# C20H30F6N8O6ReS2

A structure of composition C20H30F6N8O6ReS2 (wB97M-V/def2-TZVPD, OMol25).

XYZ file:
```
73
Properties=species:S:1:pos:R:3:forces:R:3
Re -0.25004 0.00420 0.15731 0.62 0.12 0.77
O -2.38747 0.27518 3.63873 0.14 0.05 -0.03
C -1.97563 0.08676 2.53532 -0.68 -0.27 -0.11
O -0.77882 0.41741 2.08138 1.06 -0.06 -1.22
C -2.80536 -0.60999 1.47306 0.35 0.22 0.14
C -4.06617 -1.11222 1.69948 -0.07 -0.03 0.00
C -4.72582 -1.75222 0.65760 0.11 0.09 0.02
C -4.09233 -1.85875 -0.57565 -0.04 -0.05 0.04
C -2.82641 -1.33559 -0.73029 0.12 -0.05 -0.07
N -2.19126 -0.71660 0.28073 -0.38 -0.15 -0.28
H -4.49948 -0.99650 2.68372 0.01 0.02 0.00
H -5.71700 -2.15903 0.80547 0.00 -0.01 -0.02
H -4.56978 -2.34962 -1.41160 0.00 0.01 -0.01
H -2.29018 -1.40187 -1.66997 -0.03 0.00 0.00
F 2.34162 -1.43829 -3.72724 -0.09 0.01 -0.20
C 1.45889 -0.56896 -4.21549 0.07 -0.26 0.36
F 0.34653 -1.20479 -4.54908 -0.04 0.02 -0.03
F 1.95264 0.06615 -5.24204 0.05 0.19 0.01
S 1.04135 0.59828 -2.82814 0.26 0.19 -0.60
O 0.33457 -0.34588 -1.91321 -0.73 -0.18 1.10
O 0.27059 1.67480 -3.33522 -0.04 -0.04 -0.09
N 2.43833 1.01654 -2.28544 -0.10 0.02 0.16
S 2.93330 0.92658 -0.81422 0.49 -0.03 -0.13
O 1.85647 0.53174 0.12476 -1.21 -0.02 0.59
O 3.70648 2.03422 -0.40079 0.04 0.04 -0.01
C 3.97222 -0.61132 -0.74686 -0.41 -0.13 0.06
F 4.96087 -0.59101 -1.60062 0.00 0.14 -0.09
F 3.12940 -1.61948 -1.04325 0.25 0.03 0.04
F 4.41849 -0.77232 0.48550 0.00 0.04 0.00
C 0.18254 -3.52393 -1.19304 -0.20 0.08 0.08
N 1.12785 -3.67572 -0.09765 -0.13 0.23 -0.03
C 2.26999 -4.54919 -0.34606 0.14 -0.16 -0.13
C 1.00800 -2.95602 1.02519 0.21 -0.43 0.10
N 0.31720 -1.80695 1.09266 0.06 0.29 -0.23
N 1.57722 -3.44729 2.14762 -0.05 0.24 -0.06
C 1.55438 -4.87407 2.46401 0.06 -0.15 0.14
C 1.83847 -2.58647 3.29424 0.01 -0.01 0.12
H 0.35133 -4.32298 -1.90913 -0.02 -0.04 0.02
H 0.29888 -2.57536 -1.70696 0.10 0.06 -0.12
H -0.84154 -3.60380 -0.82189 0.04 -0.03 0.00
H 2.67970 -4.31995 -1.33000 -0.01 0.06 0.02
H 1.98298 -5.60210 -0.34100 -0.02 0.03 0.03
H 3.04533 -4.38758 0.39656 -0.02 0.04 -0.02
H 0.16984 -1.59227 2.07313 -0.10 -0.04 0.00
H 1.04732 -5.44149 1.69036 0.00 0.05 0.01
H 1.01053 -5.01346 3.40058 -0.02 0.03 -0.03
H 2.56223 -5.26634 2.60448 0.00 0.01 -0.07
H 0.97488 -2.52538 3.96645 0.00 0.02 -0.04
H 2.13276 -1.58695 2.97934 0.00 -0.03 -0.04
H 2.66185 -3.01804 3.86045 0.01 0.02 -0.01
C 0.93044 5.46122 0.30049 -0.09 -0.16 0.00
C 1.22821 4.40476 1.34041 -0.02 0.15 0.07
N 0.48339 3.18357 1.00968 -0.01 -0.29 -0.48
C -0.51059 3.09537 0.10999 -0.40 0.24 0.23
N -0.92277 1.88072 -0.37659 0.29 0.30 0.31
C -2.05068 1.95048 -1.32540 0.00 -0.01 -0.25
C -3.09089 2.94974 -0.86908 0.16 -0.06 0.11
C -2.42038 4.30085 -0.90804 -0.24 -0.03 -0.04
N -1.11563 4.23561 -0.25009 0.16 -0.28 -0.13
C -0.57339 5.53363 0.15450 0.13 0.23 0.12
H 1.38676 5.19246 -0.65528 0.01 0.04 0.01
H 1.33077 6.42227 0.61464 -0.01 0.02 -0.01
H 0.93838 4.74681 2.33581 0.01 -0.01 -0.02
H 2.28691 4.16158 1.35335 0.07 -0.10 0.04
H 0.89341 2.33036 1.32675 0.15 -0.34 0.05
H -2.48531 0.96137 -1.44054 0.07 0.05 -0.02
H -1.67282 2.25096 -2.30090 0.02 -0.04 -0.11
H -3.42293 2.71116 0.14463 -0.06 0.02 0.00
H -3.95420 2.93534 -1.53120 -0.01 0.01 -0.01
H -3.01873 5.04186 -0.37653 0.06 0.06 -0.01
H -2.29294 4.64007 -1.93920 0.02 0.03 0.03
H -1.02411 5.83787 1.10427 -0.09 0.02 -0.05
H -0.86062 6.25988 -0.60494 -0.05 -0.05 -0.03
```
Forces are in eV/Å.

The calculation puts the LUMO energy (alpha / beta) at -0.2260 / -0.2773 Ha. The charge is +2. The orbital gap (alpha / beta) comes out at 8.5 / 7.3 eV. The energy relative to the best compared isomer or geometry (same formula, charge and spin) comes out at 0.0 kcal per mole. The calculation puts the largest force on an atom at 1.61 eV/Å. Its spin multiplicity is 4. The highest occupied orbital energy (alpha / beta) is -14.621 / -14.838 eV.

Let us look at the Mulliken charges, expressed in e, one per atom: atom 1 (Re): 1.176, atom 2 (O): -0.582, atom 3 (C): 0.369, atom 4 (O): -0.832, atom 5 (C): 0.708, atom 6 (C): -0.685, atom 7 (C): -0.515, atom 8 (C): -1.000, atom 9 (C): -0.188, atom 10 (N): 0.328, atom 11 (H): 0.624, atom 12 (H): 0.475, atom 13 (H): 0.527, atom 14 (H): 0.630, atom 15 (F): -0.180, atom 16 (C): 0.484, atom 17 (F): -0.193, atom 18 (F): -0.158, atom 19 (S): 1.108, atom 20 (O): -0.575, atom 21 (O): -0.711, atom 22 (N): -0.459, atom 23 (S): 0.911, atom 24 (O): -0.849, atom 25 (O): -0.568, atom 26 (C): 0.581, atom 27 (F): -0.177, atom 28 (F): -0.178, atom 29 (F): -0.206, atom 30 (C): -0.916, atom 31 (N): 0.241, atom 32 (C): -1.368, atom 33 (C): 0.421, atom 34 (N): -0.306, atom 35 (N): 0.076, atom 36 (C): -1.217, atom 37 (C): -1.175, atom 38 (H): 0.475, atom 39 (H): 0.032, atom 40 (H): 0.369, atom 41 (H): 0.448, atom 42 (H): 0.438, atom 43 (H): 0.429, atom 44 (H): 0.331, atom 45 (H): 0.401, atom 46 (H): 0.414, atom 47 (H): 0.368, atom 48 (H): 0.402, atom 49 (H): 0.333, atom 50 (H): 0.376, atom 51 (C): -0.657, atom 52 (C): -0.643, atom 53 (N): 0.227, atom 54 (C): 0.221, atom 55 (N): 0.809, atom 56 (C): -0.642, atom 57 (C): -0.737, atom 58 (C): -0.783, atom 59 (N): 0.112, atom 60 (C): -0.766, atom 61 (H): 0.299, atom 62 (H): 0.377, atom 63 (H): 0.376, atom 64 (H): 0.379, atom 65 (H): -0.007, atom 66 (H): 0.176, atom 67 (H): 0.522, atom 68 (H): 0.305, atom 69 (H): 0.368, atom 70 (H): 0.491, atom 71 (H): 0.365, atom 72 (H): 0.315, atom 73 (H): 0.457


# C20H30N4O5S

The molecule C20H30N4O5S (wB97M-V/def2-TZVPD, OMol25).

XYZ file:
```
60
Properties=species:S:1:pos:R:3:forces:R:3
C -0.49204 -4.52211 1.61764 -0.02 -0.27 0.13
O -0.18689 -3.36672 0.86973 -0.05 0.56 -0.17
C -0.95095 -2.24838 1.05712 -0.01 0.13 -0.07
C -2.05575 -2.17010 1.89107 0.13 -0.13 -0.08
C -2.75784 -0.97788 2.00460 -0.07 0.10 0.07
C -2.34113 0.12914 1.29953 -0.36 0.45 0.24
S -3.25333 1.67112 1.44041 -0.21 0.09 0.04
O -2.32309 2.75245 1.31285 0.17 -0.16 -0.30
O -4.06434 1.58253 2.62050 -0.03 -0.33 -0.11
N -4.28866 1.76053 0.15442 0.60 0.13 0.87
C -5.42752 0.87732 0.14633 -0.37 -0.60 0.23
C -5.17571 -0.38300 -0.68367 -0.14 0.22 -0.16
C -4.74620 0.01452 -2.09459 0.22 -0.16 0.12
C -3.49792 0.89134 -2.02499 -0.27 0.11 -0.03
C -3.76602 2.11322 -1.14365 0.55 0.09 -0.48
C -1.23382 0.08121 0.47332 0.21 0.01 -0.05
C -0.53984 -1.10949 0.32945 -0.28 0.02 0.12
N 0.57964 -1.25017 -0.49267 0.03 -0.45 0.23
C 0.98333 -0.42269 -1.49842 0.29 -0.30 -0.19
O 0.39661 0.58407 -1.82941 -0.11 0.26 -0.07
C 2.30985 -0.84695 -2.13265 0.04 0.20 -0.11
N 3.46622 -0.33604 -1.41762 -0.10 -0.08 -0.04
C 3.69433 -0.93479 -0.11492 0.40 0.04 0.11
C 5.07990 -0.51151 0.37697 -0.15 -0.36 0.30
N 5.15322 0.93129 0.44816 0.03 -0.31 -0.26
C 5.21670 1.53873 1.65989 0.13 0.31 0.04
C 5.18294 3.05192 1.66627 0.01 -0.11 0.23
O 5.32672 0.89341 2.68513 -0.03 -0.01 0.35
C 4.87801 1.54759 -0.82658 -0.30 0.19 -0.19
C 3.49496 1.11300 -1.32130 0.32 0.16 -0.09
H 0.25731 -5.25962 1.33498 -0.08 0.02 0.06
H -0.42569 -4.33060 2.69211 -0.01 0.01 -0.04
H -1.48674 -4.90523 1.37289 0.03 0.04 0.01
H -2.38104 -3.02836 2.45607 0.00 -0.10 0.04
H -3.61558 -0.89541 2.65184 -0.09 -0.06 0.12
H -5.64462 0.63918 1.18773 -0.24 -0.02 -0.12
H -6.28011 1.42561 -0.27202 0.03 0.00 0.07
H -6.08674 -0.98285 -0.71569 0.00 -0.05 0.06
H -4.38824 -0.97879 -0.21669 -0.04 -0.06 0.01
H -4.54662 -0.87648 -2.69318 -0.06 0.03 -0.06
H -5.55563 0.56960 -2.57501 -0.08 0.00 -0.09
H -3.21148 1.22844 -3.02183 0.08 0.01 -0.01
H -2.66840 0.31343 -1.61579 0.04 0.02 -0.07
H -2.85549 2.68577 -0.96899 -0.08 0.10 -0.22
H -4.50037 2.76408 -1.63381 0.06 0.01 0.05
H -0.91325 0.97114 -0.04103 0.10 -0.01 -0.08
H 1.06982 -2.12442 -0.35883 0.03 0.18 -0.13
H 2.34176 -0.43820 -3.14613 -0.15 -0.09 0.09
H 2.39146 -1.93549 -2.18454 -0.02 0.00 -0.02
H 3.66422 -2.02257 -0.21395 -0.04 -0.02 0.02
H 2.94509 -0.62023 0.63174 0.05 -0.07 -0.03
H 5.27323 -0.90794 1.37461 0.01 0.02 -0.16
H 5.84104 -0.87237 -0.32213 -0.04 -0.02 0.03
H 4.22911 3.41745 1.29260 -0.05 0.09 -0.09
H 5.30670 3.38371 2.69346 0.00 -0.04 -0.02
H 5.98898 3.46118 1.06181 0.01 0.08 -0.10
H 4.92452 2.63156 -0.75826 0.04 -0.03 0.01
H 5.63243 1.20352 -1.54382 -0.05 0.11 0.00
H 3.30631 1.53278 -2.31064 -0.05 0.04 0.02
H 2.72660 1.49754 -0.63044 0.01 0.03 -0.05
```
Forces are in eV/Å.

As for the SMILES: COc1ccc(S(=O)(=O)N2CCCCC2)cc1NC(=O)CN1CCN(C(C)=O)CC1. The calculation puts the LUMO energy at 0.0137 Ha. The orbital gap comes out at 9.1 eV. The energy relative to the best compared isomer or geometry (same formula, charge and spin) comes out at 6.5 kcal per mole. The calculation puts the largest force on an atom at 1.07 eV/Å. Its spin multiplicity is 1. The highest occupied orbital energy is -8.678 eV.

Let us look at the Mulliken charges, expressed in e, one per atom: atom 1 (C): -0.971, atom 2 (O): -0.463, atom 3 (C): 0.875, atom 4 (C): -0.569, atom 5 (C): -0.761, atom 6 (C): -0.394, atom 7 (S): 1.239, atom 8 (O): -0.723, atom 9 (O): -0.751, atom 10 (N): 0.135, atom 11 (C): -0.978, atom 12 (C): -0.144, atom 13 (C): -0.957, atom 14 (C): 0.156, atom 15 (C): -1.019, atom 16 (C): -0.461, atom 17 (C): -0.098, atom 18 (N): 0.063, atom 19 (C): 0.797, atom 20 (O): -0.602, atom 21 (C): -1.596, atom 22 (N): 0.086, atom 23 (C): -0.181, atom 24 (C): -1.388, atom 25 (N): 0.144, atom 26 (C): 1.142, atom 27 (C): -1.355, atom 28 (O): -0.654, atom 29 (C): -1.211, atom 30 (C): -0.301, atom 31 (H): 0.261, atom 32 (H): 0.391, atom 33 (H): 0.364, atom 34 (H): 0.437, atom 35 (H): 0.525, atom 36 (H): 0.389, atom 37 (H): 0.404, atom 38 (H): 0.396, atom 39 (H): 0.040, atom 40 (H): 0.416, atom 41 (H): 0.352, atom 42 (H): 0.425, atom 43 (H): -0.161, atom 44 (H): 0.416, atom 45 (H): 0.371, atom 46 (H): 0.721, atom 47 (H): 0.358, atom 48 (H): 0.445, atom 49 (H): 0.431, atom 50 (H): 0.443, atom 51 (H): 0.231, atom 52 (H): 0.486, atom 53 (H): 0.350, atom 54 (H): 0.324, atom 55 (H): 0.335, atom 56 (H): 0.350, atom 57 (H): 0.530, atom 58 (H): 0.257, atom 59 (H): 0.438, atom 60 (H): 0.217